Record 1
Below is a 8-piece molecular cluster, C18H51N11O8 overall, with properties calculated with ωB97M-V with the def2-TZVPD basis set.

Geometry as XYZ:
```
88
Properties=species:S:1:pos:R:3
C 4.069 1.112 1.183
C 2.964 1.472 2.207
C 1.830 0.450 2.088
C 3.497 1.335 3.646
C 4.361 2.525 4.021
C 3.604 3.837 3.823
C 3.088 4.020 2.401
C 2.048 5.138 2.440
C 4.213 4.463 1.465
N 2.386 2.796 2.025
O 1.878 2.917 0.703
H 4.830 0.477 1.640
H 3.598 0.627 0.330
H 4.632 1.969 0.817
H 1.586 0.174 1.059
H 2.179 -0.503 2.498
H 0.949 0.832 2.599
H 2.656 1.240 4.341
H 4.051 0.397 3.695
H 4.700 2.440 5.059
H 5.297 2.475 3.448
H 4.272 4.638 4.138
H 2.747 3.770 4.501
H 2.445 6.047 2.900
H 1.137 4.843 2.960
H 1.738 5.461 1.441
H 4.459 5.505 1.673
H 3.870 4.458 0.423
H 5.115 3.853 1.447
H 0.937 2.752 0.823
N -3.912 3.129 -2.459
C -3.894 2.055 -1.602
N -2.637 1.692 -1.169
O -4.904 1.512 -1.198
H -4.750 3.355 -2.958
H -3.040 3.563 -2.695
H -2.598 0.908 -0.538
H -1.829 1.878 -1.733
N -4.276 -3.833 1.576
C -4.950 -4.728 0.786
N -6.072 -5.286 1.364
O -4.586 -5.010 -0.341
H -3.464 -3.380 1.189
H -4.555 -3.640 2.518
H -6.425 -6.100 0.901
H -6.354 -5.015 2.286
N 3.256 -1.796 -2.354
C 3.025 -2.475 -1.184
N 3.972 -3.399 -0.827
O 1.984 -2.346 -0.557
H 2.692 -0.987 -2.543
H 4.087 -1.904 -2.906
H 4.852 -3.472 -1.301
H 3.779 -3.815 0.064
N -1.320 -1.166 -1.405
C -1.746 -1.344 -0.116
N -0.756 -1.579 0.786
O -2.939 -1.395 0.155
H -0.328 -1.167 -1.572
H -1.973 -1.262 -2.167
H 0.211 -1.673 0.529
H -1.037 -1.697 1.746
N -0.625 -1.886 -5.756
C 0.132 -1.243 -6.694
N 0.436 -2.003 -7.797
O 0.491 -0.088 -6.568
H -0.929 -1.404 -4.929
H -0.987 -2.812 -5.889
H 0.221 -2.985 -7.781
H 0.879 -1.655 -8.624
C -3.694 -0.171 -5.116
C -3.900 -1.602 -4.733
O -2.869 -1.930 -3.754
H -3.474 0.466 -4.260
H -4.573 0.233 -5.624
H -2.856 -0.061 -5.806
H -3.845 -2.267 -5.600
H -4.840 -1.832 -4.227
H -2.880 -2.879 -3.588
C -0.385 -0.938 5.144
C -1.711 -0.413 4.677
O -2.142 -1.075 3.488
H 0.414 -0.789 4.415
H -0.412 -2.017 5.324
H -0.019 -0.446 6.048
H -1.621 0.663 4.477
H -2.510 -0.461 5.422
H -2.953 -1.549 3.682
```

Summary:
LUMO level = 0.3 eV
Charge = 0
ΔE to the lowest compared entry with this formula, charge and spin = 19.09 kcal per mole
Structure (SMILES) = CC1(C)CCCC(C)(C)N1O.NC(N)=O.NC(N)=O.NC(N)=O.NC(N)=O.NC(N)=O.CCO.CCO
Gap between HOMO and LUMO = 0.3210 Eh
E = -52268.079 eV
Largest force on an atom = 0.026 hartree/bohr
2S+1 = 1

---

Record 2
Below is one molecule with the formula CH2F2O2, with properties calculated with ωB97M-V with the def2-TZVPD basis set.

Geometry as XYZ:
```
7
Properties=species:S:1:pos:R:3
F -0.067 0.968 1.305
C -0.036 0.779 -0.050
O 0.724 -0.357 -0.360
O 0.433 -1.405 0.367
F -0.469 -2.338 -0.425
H -1.044 0.655 -0.350
H 0.459 1.698 -0.486
```

Summary:
LUMO level = -0.4 eV
Charge = 0
ΔE to the lowest compared entry with this formula, charge and spin = 164.91 kcal per mole
Structure (SMILES) = FCOOF
Gap between HOMO and LUMO = 0.4178 Eh
E = -10593.002 eV
Largest force on an atom = 0.040 hartree/bohr
2S+1 = 1